Entry 1:
Below is 2 unconnected molecules or ions with the total composition C3H5NOS at a distorted geometry, with properties calculated with ωB97M-V/def2-TZVPD.

Output
- E (hartree) = -645.457901
- HOMO (eV) = -9.8
- energy relative to the best compared isomer or geometry (same formula, charge and spin) (kJ/mol) = 141.2
- 2S+1 = 1
- gap between HOMO and LUMO (eV) = 10.439
- SMILES = c1cscn1.O

Structure (XYZ):
```
11
C3H5NOS, DFT ωB97M-V/def2-TZVPD
C -0.799 -0.108 0.766
C -0.901 -1.274 0.070
S -0.656 -0.997 -1.685
C -0.462 0.679 -1.260
N -0.577 0.939 -0.010
H -0.960 0.140 1.719
H -1.124 -2.327 0.417
H -0.192 1.405 -2.080
O 2.039 0.827 0.836
H 1.171 0.448 1.034
H 2.461 0.267 0.193
```

Entry 2:
Below is C2H7N5O in the gas phase at a distorted geometry, with properties calculated with ωB97M-V/def2-TZVPD.

Output
- E (hartree) = -429.320358
- HOMO (eV) = -8.6
- energy relative to the best compared isomer or geometry (same formula, charge and spin) (kJ/mol) = 270.7
- 2S+1 = 1
- gap between HOMO and LUMO (eV) = 9.236
- SMILES = [H]/N=C(/N)N/N=C/NO

Structure (XYZ):
```
15
C2H7N5O, DFT ωB97M-V/def2-TZVPD
H -2.944 -1.348 0.590
N -3.096 -0.329 0.439
C -1.929 0.023 -0.007
N -1.720 1.316 -0.428
N -0.835 -0.818 -0.159
N 0.334 -0.122 -0.148
C 1.367 -0.826 -0.264
N 2.657 -0.335 -0.220
O 2.719 0.930 0.554
H -0.797 1.573 -0.162
H -2.436 1.952 -0.078
H -0.808 -1.460 0.744
H 1.408 -1.876 -0.394
H 3.260 -0.976 0.260
H 2.565 1.533 -0.148
```

Entry 3:
Below is a molecular structure, C26H18AsF11N7O2S2Tl at a distorted geometry, with properties calculated with ωB97M-V/def2-TZVPD.

Output
- E (hartree) = -5838.374541
- net charge = +1
- HOMO (spin up / spin down) (eV) = -10.0 / -10.0
- 2S+1 = 2
- gap between HOMO and LUMO (spin up / spin down) (eV) = 5.857 / 3.255
- <S²> = 0.77

Structure (XYZ):
```
68
C26H18AsF11N7O2S2Tl, DFT ωB97M-V/def2-TZVPD
Tl -0.168 0.878 0.165
N 1.516 0.805 3.335
C 0.462 -0.085 3.270
C 0.273 -0.888 4.406
C -0.750 -1.811 4.442
C -1.578 -1.926 3.331
C -1.349 -1.100 2.251
N -0.361 -0.193 2.221
C 2.120 1.677 2.476
C 3.373 2.198 2.861
C 4.022 3.099 2.054
C 3.415 3.496 0.860
C 2.196 2.948 0.547
N 1.563 2.060 1.325
H 2.037 0.685 4.197
H 0.934 -0.791 5.254
H -0.900 -2.427 5.316
H -2.385 -2.639 3.292
H -1.984 -1.166 1.375
H 3.836 1.861 3.774
H 4.992 3.481 2.330
H 3.897 4.186 0.188
H 1.684 3.200 -0.373
F 5.641 -2.204 -2.717
C 4.573 -1.438 -2.582
C 3.978 -1.262 -1.332
F 4.470 -1.863 -0.258
C 2.862 -0.447 -1.216
F 2.291 -0.313 0.000
C 2.289 0.205 -2.309
S 0.888 1.232 -2.228
C 2.905 0.009 -3.554
F 2.399 0.618 -4.627
C 4.024 -0.800 -3.697
F 4.580 -0.956 -4.893
N -3.227 -0.066 -6.676
C -3.276 -0.004 -5.334
C -4.111 0.934 -4.683
C -4.196 0.946 -3.311
C -3.450 0.033 -2.574
C -2.589 -0.867 -3.186
C -2.496 -0.890 -4.556
S -3.570 0.008 -0.796
O -3.115 -1.245 -0.288
O -4.819 0.528 -0.350
N -2.333 1.089 -0.411
C -2.400 2.395 -0.598
N -1.273 3.077 -0.267
C -1.242 4.382 -0.447
C -2.340 5.086 -0.915
C -3.460 4.316 -1.212
N -3.473 3.009 -1.095
H -3.822 0.515 -7.243
H -2.675 -0.776 -7.132
H -4.700 1.619 -5.274
H -4.859 1.612 -2.783
H -2.052 -1.574 -2.576
H -1.849 -1.600 -5.045
H -0.312 4.878 -0.205
H -2.307 6.151 -1.061
H -4.379 4.753 -1.577
F -0.301 -1.341 -0.628
As 0.185 -3.213 -0.490
F 1.158 -2.681 0.874
F 1.500 -2.745 -1.588
F 0.736 -4.825 -0.424
F -0.808 -3.430 -1.893
F -1.143 -3.478 0.566
```

Entry 4:
Below is a molecular structure, C20H46BiOP4Se at a distorted geometry, with properties calculated with ωB97M-V/def2-TZVPD.

Output
- E (hartree) = -4845.301846
- net charge = +3
- HOMO (spin up / spin down) (eV) = -16.3 / -16.3
- energy relative to the best compared isomer or geometry (same formula, charge and spin) (kJ/mol) = 265.4
- 2S+1 = 1
- gap between HOMO and LUMO (spin up / spin down) (eV) = 4.292 / 4.910

Structure (XYZ):
```
73
C20H46BiOP4Se, DFT ωB97M-V/def2-TZVPD
Bi -0.543 -0.225 -0.009
P -1.153 -2.657 1.353
P 1.832 -0.906 2.179
P 1.690 -1.875 -1.197
H -3.013 3.102 -5.286
C -3.195 2.066 -5.625
C -3.336 1.061 -4.741
H -3.514 1.241 -3.685
C -2.421 -2.066 2.526
C -0.171 -3.832 2.364
C -2.046 -3.727 0.175
C 3.102 0.432 2.312
C 1.024 -0.699 3.817
C 2.934 -2.364 2.491
C 1.371 -2.003 -2.990
C 1.913 -3.605 -0.671
C 3.353 -1.121 -1.119
H -3.256 2.012 -6.732
H -3.371 0.018 -5.082
H -3.125 -1.378 2.044
H -1.972 -1.515 3.361
H -2.989 -2.908 2.935
H 0.269 -3.393 3.264
H 0.657 -4.275 1.801
H -0.830 -4.646 2.685
H -2.811 -3.184 -0.385
H -2.520 -4.547 0.731
H -1.370 -4.148 -0.578
H 3.765 0.254 3.174
H 2.607 1.403 2.440
H 3.714 0.477 1.401
H 1.796 -0.553 4.587
H 0.410 -1.563 4.109
H 0.398 0.200 3.774
H 3.535 -2.179 3.395
H 3.619 -2.521 1.647
H 2.360 -3.285 2.649
H 2.253 -2.385 -3.522
H 1.146 -0.999 -3.382
H 0.524 -2.670 -3.208
H 2.524 -4.123 -1.419
H 0.943 -4.122 -0.607
H 2.430 -3.689 0.294
H 3.977 -1.485 -1.943
H 3.872 -1.358 -0.181
H 3.276 -0.027 -1.210
C 1.192 2.440 -2.222
C -0.066 2.364 -2.854
C -0.296 2.831 -4.133
C 0.763 3.353 -4.897
C 2.031 3.387 -4.307
C 2.278 2.928 -3.009
Se 1.367 2.002 -0.419
H -1.622 1.081 -0.694
H -0.895 1.955 -2.270
H -1.312 2.786 -4.554
H 0.648 3.730 -5.931
H 2.837 3.798 -4.934
H 3.270 2.981 -2.570
C -2.172 2.579 4.147
P -1.849 2.266 2.414
C -0.955 3.651 1.776
C -3.432 2.257 1.572
O -1.155 0.921 2.207
H -2.684 1.709 4.574
H -2.785 3.480 4.291
H -1.208 2.719 4.648
H -1.686 4.457 1.665
H -0.202 3.949 2.509
H -0.499 3.411 0.812
H -3.252 2.060 0.511
H -4.039 1.451 2.003
H -3.934 3.223 1.725
```

Entry 5:
Below is a molecular structure, C9H9BrNO5Pt, with properties calculated with ωB97M-V/def2-TZVPD.

Output
- E (hartree) = -3472.376539
- net charge = +1
- HOMO (eV) = -13.1
- 2S+1 = 1
- gap between HOMO and LUMO (eV) = 8.033

Structure (XYZ):
```
26
C9H9BrNO5Pt, DFT ωB97M-V/def2-TZVPD
Pt 0.013 0.530 0.039
O 1.730 -2.037 -2.748
C 1.609 -1.159 -1.796
O 0.550 -0.539 -1.648
C 2.884 -0.981 -1.001
O 2.681 -0.184 0.125
C 2.635 -0.852 1.382
C 1.272 -1.440 1.743
O 1.200 -2.256 2.615
O 0.165 -1.074 1.062
H 0.912 -2.106 -3.271
H 3.596 -0.471 -1.655
H 3.284 -1.973 -0.781
H 2.881 -0.107 2.137
H 3.355 -1.667 1.434
Br -1.453 3.080 5.912
C -1.177 2.436 4.187
C -0.354 3.130 3.307
C -0.128 2.595 2.062
N -0.681 1.431 1.671
C -1.504 0.782 2.511
C -1.779 1.258 3.773
H 0.108 4.066 3.588
H 0.510 3.097 1.347
H -1.930 -0.143 2.150
H -2.444 0.710 4.423
```

Entry 6:
Below is 2 unconnected molecules or ions with the total composition C24H21NO10 at a distorted geometry, with properties calculated with ωB97M-V/def2-TZVPD.

Output
- E (hartree) = -1733.958167
- net charge = -2
- HOMO (eV) = 0.0
- 2S+1 = 1
- gap between HOMO and LUMO (eV) = 1.461

Structure (XYZ):
```
56
C24H21NO10, DFT ωB97M-V/def2-TZVPD
C 2.530 -1.491 -0.505
C 2.991 -0.876 -1.909
O 4.302 -1.455 -2.208
C 3.149 0.729 -1.920
N 3.085 1.377 -0.571
C 1.858 2.239 -0.449
C 0.531 1.305 -0.323
O -0.523 2.174 0.194
C -1.519 2.448 -0.770
C -2.890 2.396 -0.315
O -3.142 2.032 1.064
C -3.077 0.592 1.202
O -2.361 0.127 2.108
C -3.897 -0.323 0.160
C -5.443 -0.300 0.098
C -6.300 -1.122 -0.910
C -5.538 -2.024 -1.920
C -3.987 -2.109 -1.858
C -3.169 -1.280 -0.843
C -4.146 2.713 -1.217
O -5.351 2.647 -0.822
C -3.900 3.195 -2.706
C -2.561 3.257 -3.167
C -1.279 2.851 -2.283
O -0.170 2.873 -2.885
H 3.184 -1.144 0.374
H 2.709 -2.632 -0.581
H 1.410 -1.369 -0.291
H 2.204 -1.140 -2.708
H 4.451 -1.302 -3.169
H 4.164 0.975 -2.383
H 2.285 1.176 -2.548
H 3.915 1.986 -0.509
H 1.781 3.005 -1.297
H 1.932 2.858 0.525
H 0.302 0.841 -1.339
H 0.785 0.540 0.494
H -6.005 0.386 0.831
H -7.444 -1.030 -0.911
H -6.144 -2.618 -2.685
H -3.422 -2.785 -2.586
H -2.030 -1.316 -0.774
H -4.749 3.533 -3.398
H -2.390 3.633 -4.241
C 2.546 -2.761 3.617
C 3.126 -3.487 4.619
C 4.330 -2.794 5.261
O 4.950 -3.244 6.226
C 4.783 -1.516 4.688
C 4.211 -0.796 3.678
C 2.944 -1.439 3.108
O 2.237 -0.917 2.243
O 4.600 0.299 3.188
O 2.782 -4.619 5.053
H 1.677 -3.168 3.110
H 5.682 -1.132 5.159
```

Entry 7:
Below is 2 unconnected molecules or ions with the total composition C13H19NO6, with properties calculated with ωB97M-V/def2-TZVPD.

Output
- E (hartree) = -1012.976309
- HOMO (eV) = -8.4
- energy relative to the best compared isomer or geometry (same formula, charge and spin) (kJ/mol) = 0.0
- 2S+1 = 1
- gap between HOMO and LUMO (eV) = 8.776
- SMILES = O=C(O)OCCCCn1cccc1.C[C@@H]1COC(=O)O1

Structure (XYZ):
```
39
C13H19NO6, DFT ωB97M-V/def2-TZVPD
O 0.835 -0.473 0.487
C 0.890 0.429 -0.296
O 1.489 0.347 -1.524
O 0.349 1.638 -0.135
C -0.522 1.795 1.006
C -1.421 3.001 0.781
C -2.005 3.137 -0.632
C -2.556 1.853 -1.241
N -3.541 1.179 -0.412
C -4.407 1.741 0.489
C -5.176 0.745 1.036
C -4.761 -0.478 0.439
C -3.759 -0.171 -0.445
H 2.425 0.568 -1.439
H 0.102 1.946 1.891
H -1.091 0.877 1.165
H -2.225 2.920 1.518
H -0.873 3.914 1.027
H -1.229 3.510 -1.304
H -2.786 3.903 -0.613
H -1.736 1.157 -1.420
H -2.996 2.074 -2.219
H -4.419 2.806 0.660
H -5.941 0.905 1.779
H -5.164 -1.458 0.643
H -3.199 -0.830 -1.091
C 2.753 -2.991 0.977
C 3.702 -2.580 -0.131
C 4.533 -3.688 -0.745
O 5.702 -2.990 -1.188
C 5.866 -1.914 -0.378
O 6.848 -1.251 -0.322
O 4.746 -1.703 0.350
H 2.855 -4.049 1.224
H 2.936 -2.407 1.876
H 1.725 -2.816 0.672
H 3.164 -2.031 -0.908
H 4.059 -4.190 -1.585
H 4.829 -4.423 0.007
```

Entry 8:
Below is a gas-phase ion, C3H4N2O3P (charge -1) at a distorted geometry, with properties calculated with ωB97M-V/def2-TZVPD.

Output
- E (hartree) = -793.425442
- net charge = -1
- HOMO (eV) = -4.9
- energy relative to the best compared isomer or geometry (same formula, charge and spin) (kJ/mol) = 71.1
- 2S+1 = 1
- gap between HOMO and LUMO (eV) = 8.608
- SMILES = [H]/N=C([O-])/N=C\CP(=O)=O

Structure (XYZ):
```
13
C3H4N2O3P, DFT ωB97M-V/def2-TZVPD
H -0.705 2.547 1.487
N -0.754 1.552 1.310
C 0.131 0.823 1.949
O 0.978 1.186 2.765
N -0.028 -0.579 1.697
C -0.036 -1.069 0.549
C 0.139 -0.354 -0.752
P -1.478 0.484 -0.970
O -1.494 1.600 -1.923
O -2.657 -0.342 -0.709
H -0.217 -2.140 0.471
H 0.881 0.438 -0.715
H 0.325 -1.034 -1.582
```